# 1
2 unconnected molecules or ions with the total composition HN4O3 at a distorted geometry, computed with the ωB97M-V functional and the def2-TZVPD basis.

Structure (XYZ):
```
8
Properties=species:S:1:pos:R:3:forces:R:3:nbo_charge:R:1
O -2.18349 -1.56935 -0.92610 2.321 0.787 4.267 -0.239
O 0.29821 1.12968 -1.68512 -0.311 0.590 -1.656 -0.534
O 0.02177 1.66574 0.40043 -0.798 1.204 1.563 -0.572
N -1.62032 -1.38192 0.11468 -2.334 -0.777 -4.322 0.224
N 1.12169 -0.17663 -0.18724 0.562 -0.798 -2.336 -0.166
N 1.23663 -0.58661 0.96934 -0.701 0.052 5.208 -0.477
N 0.44691 0.92398 -0.47874 0.035 -0.205 0.063 0.497
H 0.67860 -0.00488 1.79276 1.225 -0.852 -2.786 0.267
```
Positions in Å, forces in eV/Å.

Its HOMO energy (spin up / spin down) is -2.2 / -4.4 eV. The frontier orbital gap (spin up / spin down) is 5.2 / 7.9 eV. Its spin multiplicity is 3. The net charge is -1. As for the expectation value of S²: 2.017.

***

# 2
A molecular structure, HN5OS at a distorted geometry, computed with the ωB97M-V functional and the def2-TZVPD basis.

Structure (XYZ):
```
8
Properties=species:S:1:pos:R:3:forces:R:3:nbo_charge:R:1
S 1.37235 -1.98174 0.01803 0.741 -0.596 0.296 -0.496
O 2.12388 2.21518 0.01396 -0.752 -0.898 0.051 -0.627
N 1.77070 0.99600 0.26182 0.771 -0.143 0.078 0.053
N -1.31963 -0.99920 0.23029 -0.388 1.485 -0.518 -0.106
N 0.38634 -0.67022 -0.33268 -1.275 -0.947 0.277 -0.286
N 0.69521 0.58422 -0.33688 -0.103 2.227 -0.447 -0.222
N -2.01801 0.04721 0.17029 0.896 -0.812 0.385 -0.565
H -3.01084 -0.19145 -0.02482 0.110 -0.316 -0.123 0.249
```
Positions in Å, forces in eV/Å.

Its HOMO energy (spin up / spin down) is 2.0 / 1.9 eV. The frontier orbital gap (spin up / spin down) is 4.7 / 4.9 eV. The net charge is -2.